Record 1
# C32H34N6O11Sr2

A molecular structure, C32H34N6O11Sr2 at a distorted geometry (ωB97M-V/def2-TZVPD, the Open Molecules 2025 dataset).

The calculated total energy is -66814.3991 eV. Its net charge is +4. As for the relative energy (zero: lowest compared OMol25 entry of this formula, charge and spin): 1.372 eV. The calculation puts the LUMO energy at -0.57161 Eh. The calculation puts the maximum force at 3.6 eV/Å. The HOMO energy comes out at -17.0 eV. The value obtained for the HOMO-LUMO gap is 1.409 eV.

XYZ file:
```
85
Properties=species:S:1:pos:R:3:forces:R:3:mulliken_charge:R:1
N -4.6755 -0.4666 3.4399 0.486 0.573 -1.276 -0.2838
H -3.9823 -0.2511 4.2119 0.220 0.256 0.847 0.2906
H -4.3710 0.1524 2.6565 0.010 -0.245 0.166 0.1572
H -5.6388 -0.2422 3.6817 0.112 -0.358 0.615 0.4265
H -4.5566 -1.4177 3.0941 -0.095 -0.227 0.624 0.4125
Sr -6.2090 2.1841 0.5715 1.202 1.296 0.317 1.7514
Sr -5.3120 -1.1960 -0.4344 2.639 -0.705 -1.642 1.7996
C -1.6265 0.0922 0.4712 0.275 0.283 0.049 0.6533
C -2.6704 1.1815 0.6331 0.482 -0.223 -0.112 -0.6982
O -4.0560 0.7408 0.6964 -3.572 -0.613 -0.011 -0.7963
H -0.7217 0.7039 0.3658 0.239 -0.372 -0.187 -0.1021
H -1.6879 -0.5963 -0.3741 -0.264 0.365 -0.276 -0.0417
H -1.4373 -0.5227 1.3524 -0.308 0.162 0.253 -0.4228
H -2.6324 1.9004 -0.1877 0.303 -0.030 0.013 0.3611
H -2.3949 1.6845 1.5657 -0.360 0.215 -0.034 0.3871
C 1.7492 1.1822 4.0419 -0.248 0.541 1.041 -0.4589
C 0.7915 0.2431 3.6543 1.220 0.727 0.278 -0.6113
C -0.4972 0.3916 4.0990 -0.843 -1.435 -0.725 0.5688
C -0.8965 1.3444 5.0208 1.529 -0.040 0.081 -0.5720
C 0.0748 2.2210 5.5101 0.101 0.657 -1.322 -0.4416
C 1.3575 2.1697 4.9518 -0.842 0.286 0.286 -0.6032
N -2.2513 1.4025 5.4699 -0.126 0.757 0.060 1.0562
O -2.6411 2.4122 5.9961 -0.160 -0.619 -0.106 -0.5063
O -2.9769 0.4009 5.2751 -0.426 -0.102 -0.281 -0.8120
H 2.7834 1.1786 3.7278 -0.051 -0.240 -0.271 0.4397
H 1.0916 -0.6068 3.0595 -0.277 0.032 -0.247 0.5710
H -1.1616 -0.3382 3.6447 -0.393 0.056 0.619 0.5216
H -0.1216 3.1263 6.0665 -0.467 -0.419 0.553 0.4163
H 1.9315 3.0352 5.2570 0.773 -0.454 -0.199 0.4223
C -1.6867 2.4577 -5.6890 0.565 0.191 0.254 -0.5314
C -1.3418 1.1737 -6.1339 -0.374 0.961 0.342 -0.7213
C -1.7338 0.1101 -5.3660 0.304 -1.273 0.468 -0.1520
C -2.4992 0.2907 -4.2117 -0.384 0.971 0.026 0.2812
C -2.7877 1.5767 -3.7391 0.161 0.267 -0.174 0.1027
C -2.3256 2.6670 -4.4620 -0.262 -0.722 -0.157 -0.5911
N -3.0426 -0.8502 -3.5427 0.790 -1.233 -0.610 0.5989
O -2.9081 -1.9510 -4.0122 -0.217 0.710 0.383 -0.5156
O -3.6262 -0.6963 -2.4251 -1.191 0.336 1.244 -0.3430
H -1.3457 3.3432 -6.2110 -0.059 -0.140 -0.282 0.4339
H -0.7645 1.0253 -7.0342 0.034 0.015 0.002 0.4710
H -1.3497 -0.8859 -5.5552 -0.323 -0.014 -0.367 0.4705
H -3.3437 1.7542 -2.8287 -0.003 -0.233 0.033 0.0870
H -2.4875 3.6668 -4.0868 -0.030 0.065 -0.118 0.4263
C 4.7195 0.0207 2.0181 1.090 -0.249 -0.455 -0.7852
C 3.5533 -0.1875 1.3060 -0.831 0.501 0.569 -0.7223
C 2.8288 0.9027 0.8012 0.342 -0.086 0.638 -0.0316
C 3.3120 2.1776 1.0643 -0.172 -0.661 -0.268 0.2561
C 4.5477 2.3776 1.6925 0.259 0.392 -0.753 -0.4463
C 5.2992 1.2876 2.1220 -1.150 -0.265 0.095 -0.5701
N 2.5127 3.3258 0.5535 1.645 -0.139 -0.567 1.0681
O 2.8213 4.4091 0.9717 -0.349 0.441 0.432 -0.5802
O 1.7338 3.1262 -0.3639 -0.621 -0.326 0.298 -0.6196
H 5.2757 -0.8475 2.3509 -0.066 0.059 0.227 0.4400
H 3.1059 -1.1738 1.3159 0.170 -0.085 -0.450 0.6281
H 1.8915 0.7513 0.2881 0.000 0.118 -0.123 0.4876
H 5.0328 3.3453 1.6769 -0.423 0.198 0.276 0.5083
H 6.2697 1.4370 2.5696 0.042 -0.028 -0.011 0.4708
C 1.0415 1.7529 -3.3345 -0.593 0.751 -0.142 -1.0648
C 0.5845 0.6679 -2.6019 0.328 -0.003 -0.372 0.7949
C 1.2867 -0.5440 -2.6008 -0.685 0.797 -0.192 -0.1199
C 2.4761 -0.5728 -3.2980 -0.324 1.402 -0.646 0.0857
C 2.9340 0.5536 -4.0365 0.752 -1.243 0.901 -0.6173
C 2.2271 1.7315 -4.0465 0.135 -0.455 0.554 -0.9559
N 3.2237 -1.8081 -3.3889 0.837 -0.679 -1.322 0.9703
O 2.5867 -2.8456 -3.3280 -0.136 0.002 0.556 -0.5330
O 4.4043 -1.7359 -3.6721 -0.472 0.086 0.531 -0.5593
H 0.4268 2.6438 -3.4021 0.102 0.078 0.361 0.6432
H -0.3334 0.7961 -2.0433 -0.098 -0.222 0.005 0.3571
H 0.7941 -1.3922 -2.1522 0.616 -0.319 0.201 -0.0469
H 3.9037 0.4938 -4.5138 -0.069 -0.162 -0.083 0.5177
H 2.6825 2.6070 -4.4869 -0.363 0.039 -0.286 0.5407
C 0.4558 -4.3978 -1.4424 -0.585 0.476 0.043 -0.7231
C -0.4219 -3.4171 -0.9213 0.089 -1.041 -1.132 0.1476
C -0.6308 -3.3253 0.4267 -0.287 0.012 1.034 -0.1418
C 0.0766 -4.1544 1.3034 0.512 0.104 -0.776 0.2711
C 0.9853 -5.0604 0.8164 0.293 0.124 -0.240 -0.7252
C 1.1811 -5.1540 -0.5717 0.403 -1.002 1.417 -0.5703
N -0.0701 -3.9739 2.7383 -0.597 -0.353 0.719 0.9099
O -0.3452 -2.8414 3.1355 -0.134 0.220 -0.207 -0.6026
O 0.0352 -4.9338 3.4644 0.226 0.273 -0.427 -0.5125
H 0.4681 -4.6154 -2.5015 0.310 0.350 -0.054 0.3857
H -0.9815 -2.8768 -1.6786 -0.235 0.257 0.352 0.4312
H -1.3930 -2.7206 0.9052 0.144 0.369 -0.310 0.1744
H 1.5839 -5.6916 1.4593 -0.160 0.069 0.202 0.5008
H 1.8964 -5.9296 -0.8159 -0.116 0.176 -0.754 0.4362
```
Positions in Å, forces in eV/Å.



Record 2
# C32H34N6O2SiTi

A molecular structure, C32H34N6O2SiTi at a distorted geometry (ωB97M-V/def2-TZVPD, the Open Molecules 2025 dataset).

The calculated total energy is -77762.0210 eV. Its net charge is 0. As for the relative energy (zero: lowest compared OMol25 entry of this formula, charge and spin): 0.000 eV. Its expectation value of S² is 2.0471. Its spin multiplicity is 3. The calculation puts the LUMO energy (alpha / beta) at -0.02620 / -0.02269 Eh. The calculation puts the maximum force at 2.8 eV/Å. The HOMO energy (alpha / beta) comes out at -5.3 / -8.3 eV. The value obtained for the HOMO-LUMO gap (alpha / beta) is 4.577 / 7.652 eV.

XYZ file:
```
76
Properties=species:S:1:pos:R:3:forces:R:3:mulliken_charge:R:1
Ti -0.2876 0.2286 -0.0394 0.087 -0.602 0.030 -1.2661
O 6.2404 -0.6743 2.4924 -0.629 0.188 0.495 -0.6641
N 5.3584 -0.3558 3.3173 1.056 0.646 0.536 0.8935
O 5.6609 -0.0061 4.4932 -0.775 -0.735 -1.622 -0.6580
C 3.9856 -0.3609 2.9032 1.431 0.281 1.452 -0.1420
C 3.0764 -0.4279 3.9645 -0.599 -0.559 0.988 -0.9318
C 1.6974 -0.5251 3.7302 1.446 0.197 -1.881 0.8229
C 0.6949 -0.5805 4.6978 -1.537 0.126 1.279 -0.8702
C -0.6480 -0.4545 4.3502 1.276 -0.292 0.392 -1.2870
C -0.9554 -0.4160 3.0098 -1.110 -0.066 -1.193 -0.3846
N -0.0319 -0.4459 2.0286 0.930 0.007 0.344 0.8533
C 1.2849 -0.5073 2.3396 -1.884 0.661 1.907 0.1567
C 2.2393 -0.4553 1.2932 0.748 -0.175 -2.735 0.1418
N 1.7554 -0.5938 -0.0019 1.871 -0.675 0.339 0.4826
C 2.6565 -0.8339 -0.9971 -0.493 0.993 1.527 -0.4657
C 4.0350 -0.6173 -0.8438 -0.500 -0.396 0.164 -1.1909
C 4.5193 -0.3011 0.4213 0.281 0.182 -0.732 -0.6657
C 3.6301 -0.3241 1.5404 -0.139 -0.736 -0.306 0.4888
H 3.4646 -0.5353 4.9981 -0.249 0.308 -0.957 0.4007
H 0.9342 -0.6742 5.7603 0.206 0.170 -0.381 0.4232
H -1.4185 -0.3738 5.1070 0.025 -0.195 -0.098 0.4722
H -1.9949 -0.4118 2.6437 0.522 0.245 0.318 0.4942
H 2.2398 -1.1183 -1.9392 -0.226 -0.051 -0.451 0.5795
H 4.6745 -0.7652 -1.7368 -0.298 0.290 0.872 0.3800
H 5.5877 -0.0607 0.5190 -0.799 -0.321 0.285 0.4715
C 0.2710 0.6876 -4.4129 0.322 -0.127 -0.883 -1.1406
C -1.0153 0.4961 -4.8765 -0.644 -0.631 0.085 -0.8073
C -2.0319 0.1880 -3.9664 0.423 -0.319 -1.201 -0.8282
C -1.7293 0.0583 -2.6339 1.853 1.162 1.247 0.2104
N -0.4639 0.3586 -2.1532 -0.505 0.051 -2.253 1.6338
C 0.4819 0.6743 -3.0649 0.098 -0.083 1.845 -1.0407
C -2.7056 -0.0917 -1.5908 -2.026 -1.134 1.417 1.0604
C -3.9869 -0.6137 -1.8495 0.380 0.586 -0.200 -0.9982
C -4.9704 -0.5185 -0.8871 -0.989 -0.607 0.449 -1.0025
C -4.7194 0.0700 0.3503 0.318 0.108 -0.156 -0.8319
C -3.4319 0.5225 0.6210 -0.413 -0.143 0.272 -0.1661
C -2.3904 0.2981 -0.2629 0.436 0.845 -0.985 1.0227
H 1.1149 0.7473 -5.1005 -0.270 0.452 0.216 0.4612
H -1.2065 0.5227 -5.9464 -0.110 0.030 0.194 0.4060
H -3.0377 -0.0447 -4.2884 0.025 0.277 -0.119 0.4619
H 1.4516 0.9381 -2.6335 -0.224 -0.201 -0.227 0.7912
H -4.2116 -1.0827 -2.7992 -0.115 0.070 -0.099 0.3997
H -5.9735 -0.9313 -1.0606 0.511 0.131 -0.097 0.3495
H -5.4801 0.1133 1.1226 -0.139 0.199 -0.232 0.4519
H -3.2457 1.0974 1.5334 0.012 -0.507 0.039 0.5007
C -0.4223 5.0702 1.1047 -0.221 -0.026 -0.144 -1.1727
Si -0.4287 3.7938 -0.3172 1.032 -0.445 0.176 0.2276
C 0.8161 4.2907 -1.6927 -1.095 -0.617 0.312 -1.0964
C -2.1465 3.7061 -1.0956 0.010 -0.135 -0.172 -0.9414
C 0.1766 2.1514 0.4244 -0.545 1.250 -0.299 -0.7011
H -0.4227 6.0875 0.7003 -0.111 0.001 0.083 0.3296
H 0.4002 5.0097 1.8364 -0.127 -0.220 -0.492 0.3425
H -1.3501 4.9328 1.6794 0.108 0.119 -0.104 0.2981
H 0.4250 5.1071 -2.2761 -0.222 0.411 -0.329 0.3651
H 0.9673 3.4452 -2.3716 0.019 0.050 0.050 0.2235
H 1.7603 4.6020 -1.3061 0.780 0.122 0.394 0.3412
H -2.6263 4.6754 -1.1518 0.006 0.453 0.073 0.5234
H -2.8298 3.0654 -0.5407 0.059 -0.130 0.098 0.2336
H -2.1336 3.3392 -2.1324 0.203 -0.109 0.234 0.2129
H -0.2151 2.1569 1.4489 -0.070 -0.035 0.258 0.2530
H 1.2593 2.1785 0.5181 0.443 0.173 0.026 0.7454
C -0.2450 -4.9112 1.8216 -0.150 -1.071 1.114 -1.2855
C -0.2014 -3.9808 0.6835 -0.552 -0.254 -1.862 0.8567
C 0.1398 -4.2300 -0.6826 -0.381 0.728 1.370 -1.5587
C -0.2280 -3.0549 -1.3721 -0.419 0.264 2.229 0.6586
N -0.7102 -2.1243 -0.4963 -0.266 -1.273 0.280 0.5960
N -0.7691 -2.7655 0.7384 0.571 0.068 -1.356 -0.2599
C -0.2268 -2.8753 -2.8385 0.126 0.184 -0.253 -0.8965
H -1.0602 -5.6696 1.6839 0.635 0.659 0.081 0.2687
H -0.4388 -4.3949 2.7912 0.226 -0.302 -0.707 0.3124
H 0.7011 -5.4846 1.9085 -0.521 0.413 0.002 0.3468
H 0.5645 -5.1465 -1.0986 -0.207 0.458 0.254 0.4204
H -1.2633 -2.3306 1.5383 0.814 -0.344 -0.964 0.1753
H 0.1937 -1.9240 -3.1415 -0.138 0.262 -0.066 0.0522
H -1.2336 -2.9905 -3.2695 0.341 0.081 0.185 0.2539
H 0.4287 -3.6277 -3.2463 0.065 -0.386 -0.354 0.4066
```
Positions in Å, forces in eV/Å.



Record 3
# C32H35BrGe2PdSe

A molecular structure, C32H35BrGe2PdSe at a distorted geometry (ωB97M-V/def2-TZVPD, the Open Molecules 2025 dataset).

The calculated total energy is -285645.8337 eV. Its net charge is +1. As for the relative energy (zero: lowest compared OMol25 entry of this formula, charge and spin): 0.900 eV. Its expectation value of S² is 0.7561. Its spin multiplicity is 2. The calculation puts the LUMO energy (alpha / beta) at -0.15722 / -0.17240 Eh. The calculation puts the maximum force at 1.5 eV/Å. The HOMO energy (alpha / beta) comes out at -10.6 / -10.8 eV. The value obtained for the HOMO-LUMO gap (alpha / beta) is 6.295 / 6.078 eV.

XYZ file:
```
72
Properties=species:S:1:pos:R:3:forces:R:3:mulliken_charge:R:1
Pd 0.5107 -0.3033 -0.9158 -0.267 0.268 -0.573 0.0115
Br 2.6665 -1.1893 -2.1640 0.305 -0.159 0.137 -0.1580
C 1.9043 -0.8488 -3.8744 -0.108 -0.047 0.196 0.7377
C 2.6598 -1.1245 -4.9660 0.065 -0.019 -0.275 -0.6665
C 2.0997 -0.9179 -6.2470 0.081 -0.031 0.044 -0.6563
C 0.8157 -0.4785 -6.3690 -0.088 0.003 -0.022 -0.9045
C 0.0214 -0.2050 -5.2268 -0.041 0.058 -0.030 0.8833
C -1.3307 0.2076 -5.3467 0.068 -0.029 -0.077 -0.7969
C -2.0917 0.4494 -4.2430 -0.039 0.127 0.057 -0.8488
C -1.5293 0.3213 -2.9494 -0.172 0.211 -0.139 -0.1949
C -0.2303 -0.0488 -2.8136 0.164 -1.137 0.949 -0.3626
C 0.5790 -0.3682 -3.9301 -0.089 0.097 -0.212 0.8250
H 3.6690 -1.5010 -4.8614 -0.043 0.007 -0.013 0.4558
H 2.6963 -1.1292 -7.1244 -0.011 0.011 0.023 0.4030
H 0.3751 -0.3421 -7.3499 0.018 0.014 0.044 0.4015
H -1.7513 0.3177 -6.3392 0.012 -0.020 0.027 0.3971
H -3.1295 0.7442 -4.3442 0.062 0.003 0.006 0.4220
H -2.1415 0.5346 -2.0829 -0.061 -0.059 0.074 0.5657
C -0.1533 -4.0003 -1.4107 0.211 0.075 -0.269 -1.4431
Ge -0.2094 -2.4874 -0.2064 -0.614 -0.806 -0.271 1.1500
C 0.8847 -2.8422 1.3548 0.518 0.505 -0.056 0.5095
C 2.0078 -2.0812 1.6943 -0.106 -0.333 0.130 0.1243
C 2.7503 -2.3920 2.8263 -0.050 -0.005 -0.025 -0.8600
C 2.3686 -3.4604 3.6272 -0.039 0.003 -0.018 -0.5093
C 1.2527 -4.2192 3.2952 0.018 0.024 0.001 -0.7288
C 0.5115 -3.9153 2.1606 -0.014 0.050 0.010 -0.5012
C -2.0435 -2.1238 0.2810 -0.019 0.424 -0.043 1.4198
C -3.0210 -2.8737 -0.3248 -0.078 0.067 0.021 -0.7449
C -4.3871 -2.6598 -0.0345 0.019 -0.053 -0.041 -0.9877
C -4.7515 -1.6722 0.8321 0.046 0.047 0.027 -0.8214
C -3.7755 -0.8638 1.4730 -0.065 0.038 -0.026 0.6732
C -4.1526 0.1664 2.3731 -0.019 -0.052 0.001 -0.8356
C -3.2108 0.9092 3.0220 0.095 0.022 -0.011 -0.7054
C -1.8382 0.6597 2.7920 -0.094 0.082 0.017 -0.8596
C -1.4502 -0.2956 1.8978 -0.140 -0.078 -0.027 -0.3883
C -2.4032 -1.0893 1.2051 -0.072 -0.096 0.040 -0.0422
H -0.5636 -4.8610 -0.8758 0.028 0.036 -0.053 0.4443
H 0.8796 -4.2169 -1.6839 -0.052 -0.036 0.009 0.3959
H -0.7299 -3.8199 -2.3173 -0.002 -0.045 0.031 0.4036
H 2.3166 -1.2497 1.0739 0.066 0.104 -0.048 0.2595
H 3.6249 -1.8060 3.0808 -0.030 -0.006 0.000 0.4437
H 2.9415 -3.7018 4.5138 -0.019 -0.005 -0.033 0.3937
H 0.9554 -5.0491 3.9230 0.016 0.000 -0.009 0.4013
H -0.3606 -4.5141 1.9119 0.045 0.031 0.051 0.3463
H -2.7536 -3.6508 -1.0318 -0.043 0.038 0.010 0.4263
H -5.1379 -3.2796 -0.5093 0.028 0.035 0.022 0.4137
H -5.7980 -1.4920 1.0490 0.022 0.004 -0.002 0.4170
H -5.2075 0.3458 2.5464 0.025 -0.028 0.000 0.4125
H -3.5069 1.6837 3.7192 0.005 -0.049 -0.025 0.4371
H -1.0921 1.2205 3.3425 -0.021 -0.010 -0.057 0.5170
H -0.3951 -0.4909 1.7590 0.150 -0.027 -0.004 0.0173
C 2.9583 4.5074 1.8778 0.082 0.143 0.059 -1.1858
Ge 1.2090 3.8876 2.4749 0.204 -0.043 -0.187 0.5223
C 0.0727 5.3334 3.0839 -0.051 0.143 0.145 -1.1470
C 1.4854 2.5047 3.8166 -0.019 -0.058 0.116 -1.1490
C 0.4058 3.0894 0.8521 -0.141 -0.052 0.088 -1.1059
Se 1.5811 1.7055 0.1291 0.332 0.782 0.393 0.2525
C 2.1726 2.6329 -1.4762 -0.012 0.034 0.023 -1.2348
H 3.5271 4.9207 2.7137 -0.034 -0.019 -0.069 0.4144
H 2.8723 5.2817 1.1116 0.005 -0.052 0.045 0.3277
H 3.5229 3.6657 1.4721 0.022 0.047 0.002 0.3800
H 0.5224 5.7988 3.9644 -0.070 -0.004 -0.060 0.3714
H -0.9197 4.9721 3.3590 0.039 0.025 -0.028 0.3697
H -0.0303 6.0967 2.3107 -0.016 -0.044 0.044 0.3618
H 2.2724 2.8392 4.4945 -0.012 -0.057 0.004 0.4307
H 1.8167 1.5740 3.3501 -0.008 0.017 0.040 0.2873
H 0.5960 2.3053 4.4154 0.019 0.007 -0.041 0.3537
H 0.3068 3.8564 0.0846 -0.039 -0.063 -0.076 0.5741
H -0.5722 2.6446 1.0302 0.013 -0.009 -0.042 0.3749
H 2.6398 3.5663 -1.1751 0.031 -0.001 0.025 0.4110
H 1.3183 2.8190 -2.1185 -0.040 0.005 -0.049 0.3434
H 2.8973 2.0030 -1.9829 0.028 -0.052 -0.004 0.3550
```
Positions in Å, forces in eV/Å.



Among the records above, which one has the lowest relative energy (zero: lowest compared OMol25 entry of this formula, charge and spin)? C32H34N6O2SiTi



Among the records above, which one has the highest maximum force? C32H34N6O11Sr2